A structure of composition C2H2ClIO2S, computed with ωB97M-V/def2-TZVPD.

CARTESIAN COORDINATES (ANGSTROEM)
C -1.61 0.63 1.29
C -0.51 0.66 1.74
O -0.23 0.26 -1.17
O 0.75 -1.74 -2.21
S 0.71 -1.07 -0.93
Cl 2.54 -0.14 -0.98
I 1.51 0.46 1.82
H -2.51 0.46 0.79
H -0.64 0.50 -0.36

As for the energy relative to the best compared isomer or geometry (same formula, charge and spin): 49.5 kcal per mole. The calculation puts the LUMO energy at -0.3 eV. For the HOMO-LUMO gap, the calculation gives 9.42 eV.

Löwdin population analysis, charges in e, atoms 1 to 2:
1 C -0.03
2 C -0.71